Computed, not measured: a cluster of 4 separate species, C27H37F3I2N3O8PS2 in total, with ωB97M-V/def2-TZVPD.

Calculated values
HOMO level = -8.958 eV
frontier orbital gap = 7.69 eV
SMILES = C[C@@H](I)[C@H](I)c1cc2nc(S)c([PH2]=S)nc2c(CCF)c1N(C(=O)F)C(=O)F.CCOC(C)=O.CCOC(C)=O.CCOC(C)=O

Each atom is followed by the atoms it is bonded to, with distances in Å.
Atoms and positions in Å:
1 C -2.73928 -3.96263 0.91496  C2 1.521, H29 1.082, H30 1.083, H31 1.086
2 C -3.41297 -3.40343 2.15862  C1 1.521, I3 2.156, C4 1.557, H32 1.081
3 I -2.60048 -4.42135 3.87729  C2 2.156
4 C -3.25672 -1.86853 2.36691  C2 1.557, I5 2.147, C6 1.512, H33 1.075
5 I -5.09377 -0.98790 3.04516  C4 2.147
6 C -2.73282 -1.15667 1.14007  C4 1.512, C7 1.373, C21 1.425
7 C -3.56503 -0.86605 0.08691  C6 1.373, C8 1.402, H34 1.077
8 C -3.09638 -0.20123 -1.05496  C7 1.402, N9 1.371, C16 1.397
9 N -3.96401 0.06014 -2.08324  C8 1.371, C10 1.301
10 C -3.43031 0.66896 -3.10219  N9 1.301, S11 1.767, C12 1.425
11 S -4.44136 1.05986 -4.49752  C10 1.767, H35 1.337
12 C -2.06579 1.07758 -3.15705  C10 1.425, P13 1.842, N15 1.294
13 P -1.34993 1.95645 -4.60928  C12 1.842, S14 1.934, H36 1.403, H37 1.404
14 S 0.49774 2.47716 -4.37061  P13 1.934
15 N -1.25576 0.84429 -2.17566  C12 1.294, C16 1.360
16 C -1.75150 0.17356 -1.10100  C8 1.397, N15 1.360, C17 1.420
17 C -0.86485 -0.11315 -0.02940  C16 1.420, C18 1.500, C21 1.382
18 C 0.54812 0.36989 -0.17524  C17 1.500, C19 1.541, H38 1.080, H39 1.085
19 C 1.27943 -0.24927 -1.38204  C18 1.541, F20 1.377, H40 1.087, H41 1.082
20 F 0.71932 -1.44911 -1.75957  C19 1.377
21 C -1.35932 -0.78299 1.07342  C6 1.425, C17 1.382, N22 1.463
22 N -0.56794 -1.13046 2.25322  C21 1.463, C23 1.390, C26 1.430
23 C -0.06677 -0.01517 2.91388  N22 1.390, O24 1.172, F25 1.314
24 O -0.69795 0.93827 3.16902  C23 1.172
25 F 1.19615 -0.12539 3.26104  C23 1.314
26 C 0.36314 -2.20947 2.13989  N22 1.430, O27 1.164, F28 1.308
27 O 0.61510 -2.91885 3.02734  C26 1.164
28 F 0.91396 -2.36039 0.96370  C26 1.308
29 H -2.85671 -5.03773 0.94312  C1 1.082
30 H -1.67973 -3.74260 0.87774  C1 1.083
31 H -3.25671 -3.61174 0.02751  C1 1.086
32 H -4.46172 -3.65698 2.09125  C2 1.081
33 H -2.57246 -1.71739 3.18209  C4 1.075
34 H -4.60348 -1.14685 0.12811  C7 1.077
35 H -5.40752 0.14965 -4.33556  S11 1.337
36 H -1.51374 1.03967 -5.65860  P13 1.403
37 H -2.24631 2.99294 -4.91584  P13 1.404
38 H 1.13886 0.17202 0.70710  C18 1.080
39 H 0.56288 1.44564 -0.31493  C18 1.085
40 H 2.31764 -0.41483 -1.10637  C19 1.087
41 H 1.28571 0.44376 -2.21346  C19 1.082
42 C 1.38220 -9.80889 -0.29156  C43 1.515, H48 1.090, H49 1.090, H50 1.090
43 C -0.10652 -9.55204 -0.40113  C42 1.515, O44 1.429, H51 1.091, H52 1.088
44 O -0.58203 -8.70177 0.64468  C43 1.429, C45 1.345
45 C -0.52610 -7.35884 0.58464  O44 1.345, C46 1.512, O47 1.200
46 C 0.27097 -6.69179 -0.51407  C45 1.512, H53 1.089, H54 1.088, H55 1.087
47 O -1.06447 -6.71859 1.44496  C45 1.200
48 H 1.95840 -8.88968 -0.39725  C42 1.090
49 H 1.70513 -10.50755 -1.06350  C42 1.090
50 H 1.61833 -10.23163 0.68460  C42 1.090
51 H -0.38845 -9.15630 -1.37803  C43 1.091
52 H -0.65166 -10.48524 -0.27268  C43 1.088
53 H 1.26569 -6.46558 -0.13296  C46 1.089
54 H -0.22401 -5.75889 -0.77388  C46 1.088
55 H 0.36187 -7.27933 -1.42426  C46 1.087
56 C -0.55875 3.92503 4.82302  C57 1.514, H62 1.091, H63 1.089, H64 1.090
57 C -1.58077 4.97907 4.45519  C56 1.514, O58 1.431, H65 1.091, H66 1.088
58 O -1.27423 6.25537 5.02574  C57 1.431, C59 1.346
59 C -0.42821 7.13143 4.45361  O58 1.346, C60 1.513, O61 1.199
60 C 0.42221 6.68777 3.28333  C59 1.513, H67 1.089, H68 1.087, H69 1.087
61 O -0.32809 8.23137 4.92025  C59 1.199
62 H 0.43099 4.17181 4.43701  C56 1.091
63 H -0.85002 2.95569 4.42226  C56 1.089
64 H -0.47312 3.84701 5.90709  C56 1.090
65 H -1.71655 5.06432 3.37585  C57 1.091
66 H -2.55051 4.71184 4.87078  C57 1.088
67 H 1.39570 6.37793 3.65990  C60 1.089
68 H 0.55599 7.54017 2.62222  C60 1.087
69 H -0.00739 5.87952 2.69668  C60 1.087
70 C 4.12869 6.71353 -3.45168  C71 1.515, H76 1.090, H77 1.090, H78 1.090
71 C 3.92526 5.45231 -2.63754  C70 1.515, O72 1.427, H79 1.092, H80 1.089
72 O 3.77613 4.29918 -3.46494  C71 1.427, C73 1.348
73 C 4.81654 3.60067 -3.96046  O72 1.348, C74 1.513, O75 1.198
74 C 6.21231 4.17561 -3.85903  C73 1.513, H81 1.089, H82 1.087, H83 1.087
75 O 4.60276 2.56338 -4.52044  C73 1.198
76 H 5.04752 6.67131 -4.03669  C70 1.090
77 H 4.17707 7.58492 -2.79819  C70 1.090
78 H 3.30255 6.84439 -4.15008  C70 1.090
79 H 4.71776 5.30105 -1.90239  C71 1.092
80 H 2.99116 5.52116 -2.08266  C71 1.089
81 H 6.44209 4.69511 -4.78795  C74 1.089
82 H 6.90878 3.35025 -3.73704  C74 1.087
83 H 6.35864 4.85611 -3.02360  C74 1.087

Results of the Mulliken charge analysis, in e, for atoms 1 through 8: C -1.19; C -0.36; I 0.08; C -1.39; I 0.14; C 0.76; C 0.35; C -0.45